1.
Molecular formula: C41H110Cl6NO26
Method: DFT, ωB97M-V/def2-TZVPD

Structure (XYZ):
```
184
Properties=species:S:1:pos:R:3:mulliken_charge:R:1
C -2.68 -2.41 0.63 0.034
C -2.74 -0.89 0.94 0.846
C -1.38 -0.23 1.17 0.463
C -0.53 -0.17 -0.14 0.061
N 0.83 0.61 -0.04 0.856
C 1.65 0.56 -1.42 0.324
C 2.36 1.87 -1.50 1.812
C 1.76 2.77 -0.34 -0.607
C 0.55 2.10 0.04 0.205
C 1.61 0.14 1.25 -0.172
H -1.87 -2.64 -0.05 -0.117
H -3.56 -2.85 0.15 -0.304
H -2.46 -2.99 1.53 0.067
H -3.38 -0.83 1.82 -0.205
H -3.21 -0.39 0.09 -0.160
H -0.88 -0.82 1.94 -0.557
H -1.38 0.74 1.67 -0.058
H -1.11 0.32 -0.93 -0.302
H -0.33 -1.16 -0.55 0.602
H 2.30 -0.31 -1.42 -0.189
H 1.02 0.34 -2.28 -0.500
H 3.42 1.73 -1.29 -0.613
H 2.20 2.29 -2.49 -0.656
H 2.35 2.94 0.56 0.255
H 1.47 3.72 -0.79 0.591
H 0.23 2.36 1.04 0.172
H -0.30 2.49 -0.53 -0.703
H 2.57 0.64 1.14 0.232
H 1.72 -0.95 1.23 -0.189
H 1.07 0.41 2.15 0.077
C -2.66 -2.70 -4.20 -0.805
C -1.70 -2.15 -3.08 0.758
O -1.33 -0.80 -3.24 -0.552
O -1.92 -2.80 -5.36 -0.522
H -3.44 -1.94 -4.23 0.223
H -3.15 -3.64 -3.95 0.522
H -0.80 -2.77 -3.02 -0.121
H -2.32 -2.24 -2.18 -0.377
H -0.69 -0.82 -3.96 0.120
H -2.45 -3.29 -6.00 0.336
C -3.14 3.24 2.40 0.172
C -4.44 3.77 1.85 -1.188
O -4.95 3.02 0.77 -0.282
O -2.28 3.12 1.30 -0.063
H -3.32 2.43 3.11 0.201
H -2.71 4.05 3.00 0.119
H -4.25 4.80 1.57 0.386
H -5.28 3.84 2.54 0.546
H -5.58 3.62 0.37 0.212
H -2.83 3.23 0.52 0.023
C 6.35 2.70 1.74 -0.755
C 5.56 2.80 0.39 1.031
O 6.42 3.03 -0.68 -0.789
O 7.01 1.40 1.83 -0.491
H 5.67 2.73 2.59 0.259
H 7.07 3.51 1.89 0.381
H 4.78 3.53 0.19 0.325
H 5.13 1.81 0.26 -0.601
H 6.06 2.86 -1.56 0.484
H 7.75 1.44 1.22 0.290
C 2.84 -4.64 -2.26 -1.016
C 3.67 -3.43 -1.81 0.329
O 3.81 -2.53 -2.89 -0.315
O 1.44 -4.37 -2.25 -0.598
H 3.07 -5.44 -1.56 0.295
H 3.10 -5.04 -3.24 0.595
H 4.63 -3.77 -1.43 0.350
H 3.25 -2.83 -1.01 -0.324
H 4.47 -2.90 -3.48 0.220
H 1.26 -4.19 -3.18 0.283
C 3.26 -0.26 -5.26 0.032
C 3.59 0.94 -6.14 0.003
O 4.95 0.78 -6.61 -0.595
O 4.01 -0.11 -4.03 -0.524
H 3.57 -1.21 -5.69 0.340
H 2.24 -0.31 -4.86 -0.091
H 3.64 1.85 -5.56 -0.264
H 2.94 1.08 -7.01 0.390
H 5.57 0.79 -5.88 0.358
H 3.84 -0.83 -3.41 0.354
C -6.97 -2.37 -1.81 -0.464
C -5.82 -1.59 -1.10 0.656
O -5.71 -0.26 -1.50 -0.405
O -6.84 -2.19 -3.20 -0.568
H -7.93 -2.05 -1.40 0.308
H -6.79 -3.42 -1.55 -0.056
H -4.90 -2.05 -1.47 -0.557
H -5.94 -1.57 -0.01 0.265
H -5.82 -0.34 -2.45 0.339
H -7.31 -1.37 -3.31 0.411
C 0.03 4.36 3.94 -0.254
C 1.36 3.71 4.38 0.128
O 2.23 4.08 3.23 -0.461
O 0.02 5.73 4.23 -0.558
H -0.84 3.93 4.44 0.408
H -0.09 4.19 2.87 0.141
H 1.24 2.63 4.43 -0.234
H 1.72 4.03 5.36 0.327
H 2.19 5.04 3.18 0.323
H -0.62 6.23 3.71 0.328
C 1.52 -1.34 4.51 1.285
C 1.93 -1.93 5.90 -0.676
O 2.86 -1.12 6.58 -0.587
O 1.52 0.06 4.45 -0.485
H 0.57 -1.77 4.20 -0.665
H 2.03 -1.83 3.68 -0.239
H 2.37 -2.92 5.76 0.346
H 1.11 -2.01 6.61 0.251
H 2.39 -0.38 6.97 0.316
H 0.60 0.29 4.59 0.311
C 6.42 -1.85 2.82 -0.978
C 5.12 -1.28 2.11 0.622
O 5.51 -0.55 0.95 -0.516
O 7.17 -0.92 3.48 -0.455
H 7.04 -2.24 2.01 0.315
H 6.20 -2.71 3.44 0.422
H 4.60 -0.61 2.79 0.198
H 4.42 -2.04 1.76 -0.252
H 6.07 0.17 1.27 0.293
H 6.58 -0.65 4.18 0.340
C -2.98 2.15 -3.83 -0.873
C -3.24 2.29 -2.36 1.074
O -2.59 3.37 -1.66 -0.647
O -1.69 1.78 -4.15 -0.345
H -3.28 2.97 -4.49 0.360
H -3.59 1.33 -4.22 0.293
H -3.00 1.33 -1.91 -0.794
H -4.33 2.33 -2.26 0.353
H -3.15 4.14 -1.60 0.274
H -1.52 0.90 -3.80 0.575
C 5.93 4.81 -3.70 -0.630
C 5.84 3.32 -4.08 -0.404
O 5.29 2.46 -3.10 -0.228
O 6.87 5.05 -2.66 -0.570
H 4.94 5.03 -3.31 0.255
H 6.21 5.39 -4.58 0.387
H 6.79 2.84 -4.30 0.329
H 5.21 3.23 -4.97 0.384
H 5.06 1.60 -3.46 -0.023
H 6.65 4.42 -1.98 0.465
C -1.90 -3.60 5.53 -0.037
C -2.85 -2.36 5.36 -0.381
O -2.28 -1.47 4.35 -0.255
O -2.07 -4.41 4.38 -0.580
H -2.00 -4.20 6.44 0.427
H -0.84 -3.33 5.61 -0.248
H -3.02 -1.79 6.27 0.394
H -3.79 -2.73 4.95 0.212
H -2.70 -1.57 3.49 -0.181
H -1.41 -4.19 3.72 0.520
C 0.81 -4.59 2.33 -1.063
C 1.60 -4.30 1.08 0.351
O 0.71 -3.77 0.05 -0.317
O -0.18 -3.65 2.58 -0.185
H 1.37 -4.71 3.26 0.524
H 0.36 -5.56 2.13 0.308
H 2.10 -5.20 0.73 0.472
H 2.37 -3.57 1.29 -0.453
H 0.91 -4.12 -0.83 0.414
H -0.48 -3.41 1.70 -0.104
Cl -8.07 -6.05 -1.15 -0.191
C -7.59 -5.29 0.36 -0.127
C -6.06 -5.30 0.54 -0.580
Cl -5.54 -4.14 1.86 -0.103
H -8.17 -5.75 1.17 0.402
H -7.92 -4.26 0.30 0.007
H -5.64 -4.93 -0.39 0.228
H -5.67 -6.23 0.95 0.432
Cl 0.47 6.75 -3.53 -0.184
C -0.04 5.08 -3.53 0.427
C 0.52 4.29 -4.75 -0.441
Cl 2.30 4.03 -4.66 -0.112
H -1.13 5.09 -3.50 0.152
H 0.23 4.67 -2.56 -0.374
H 0.23 4.98 -5.54 0.506
H 0.15 3.27 -4.79 0.010
Cl -8.20 -1.25 1.77 -0.167
C -7.36 0.30 1.66 0.147
C -6.80 0.83 3.01 -0.207
Cl -5.50 -0.20 3.72 -0.080
H -8.09 1.03 1.31 0.420
H -6.57 0.19 0.91 -0.292
H -7.58 0.98 3.75 0.429
H -6.34 1.82 2.95 -0.208
```

Values from the calculation:
Charge: +1
Largest force on an atom, eV Å⁻¹: 3.2
Gap between HOMO and LUMO, eV: 9.15
DFT total energy, eV: -174146.691

=====

2.
Molecular formula: C41H112N16O18
Method: DFT, ωB97M-V/def2-TZVPD

Structure (XYZ):
```
187
Properties=species:S:1:pos:R:3:mulliken_charge:R:1
C -1.47 -2.08 -4.28 0.446
O -1.53 -0.86 -4.31 -0.590
N -2.23 -2.87 -5.00 -0.417
N -0.81 -2.73 -3.38 0.008
H -2.80 -2.65 -5.81 0.219
H -2.17 -3.79 -4.59 0.103
H -0.36 -2.14 -2.70 -0.207
H -0.88 -3.73 -3.23 0.301
C -1.48 2.31 2.05 0.958
O -0.28 2.35 2.28 -0.852
N -1.98 2.51 0.90 0.709
N -2.33 2.00 2.98 -0.418
H -2.99 2.41 0.91 -0.083
H -1.41 2.85 0.15 -0.403
H -2.06 1.50 3.81 0.234
H -3.29 1.91 2.66 -0.135
C -3.55 4.62 -2.24 0.557
O -3.28 5.52 -1.51 -0.745
N -4.70 4.52 -2.85 -0.398
N -2.84 3.52 -2.17 0.378
H -5.14 5.42 -3.02 0.315
H -4.74 3.87 -3.62 0.197
H -2.04 3.59 -1.56 0.015
H -2.94 2.84 -2.92 0.094
C 0.77 4.19 -0.69 0.093
O -0.32 3.83 -0.93 -1.041
N 1.37 3.84 0.43 0.342
N 1.55 4.85 -1.56 0.413
H 2.37 3.98 0.52 -0.294
H 0.86 3.46 1.22 0.010
H 1.16 5.25 -2.40 0.371
H 2.48 5.07 -1.23 -0.023
C 0.63 0.06 -1.21 -0.036
O 0.45 -1.10 -1.41 0.112
N -0.27 0.89 -1.65 1.906
N 1.57 0.54 -0.50 1.432
H -0.99 0.53 -2.26 -0.692
H -0.28 1.85 -1.33 -1.074
H 2.13 -0.12 0.02 -0.752
H 1.79 1.51 -0.35 -0.550
C 3.93 -7.11 1.07 -0.704
O 2.61 -7.05 0.64 -0.389
C 2.50 -6.22 -0.52 -1.020
C 2.43 -4.76 -0.07 -0.255
N 2.19 -3.71 -1.09 0.215
C 3.09 -3.73 -2.27 -0.892
C 4.63 -3.49 -1.89 -0.481
O 5.21 -4.68 -1.41 -0.246
C 6.48 -4.73 -0.76 -0.859
H 4.06 -7.69 1.99 0.337
H 4.26 -6.14 1.43 0.239
H 4.62 -7.41 0.28 0.294
H 1.57 -6.48 -1.02 0.335
H 3.35 -6.54 -1.12 0.445
H 3.44 -4.68 0.33 0.073
H 1.83 -4.61 0.83 0.604
H 1.94 -2.81 -0.72 -0.374
H 2.83 -3.02 -3.05 0.238
H 2.93 -4.72 -2.70 0.534
H 4.86 -2.71 -1.17 0.226
H 5.21 -3.38 -2.81 0.492
H 6.37 -4.34 0.25 0.268
H 7.35 -4.27 -1.21 0.383
H 6.90 -5.73 -0.67 0.273
C -6.81 5.08 0.19 -0.683
O -6.48 3.65 0.35 -0.349
C -6.07 3.29 1.71 -0.706
C -5.91 1.77 1.94 -0.870
N -4.80 1.19 1.19 0.082
C -4.49 -0.18 1.54 -0.381
C -3.84 -0.86 0.28 0.097
O -4.58 -0.60 -0.88 -0.514
C -4.08 -1.23 -2.06 -0.524
H -7.41 5.38 1.05 0.362
H -7.49 5.11 -0.66 0.217
H -5.93 5.70 0.03 0.211
H -6.80 3.78 2.36 0.528
H -5.13 3.81 1.90 0.345
H -6.86 1.29 1.68 0.523
H -5.77 1.66 3.01 0.289
H -4.94 1.31 0.20 0.249
H -5.45 -0.68 1.65 0.703
H -3.97 -0.31 2.49 -0.492
H -3.71 -1.92 0.50 0.519
H -2.82 -0.48 0.21 -0.237
H -4.57 -0.81 -2.94 0.357
H -4.23 -2.31 -2.10 0.296
H -3.01 -1.04 -2.09 0.034
C 4.28 2.07 2.16 -0.771
O 4.20 3.39 1.63 -0.425
C 4.96 3.47 0.43 -0.114
C 5.28 4.93 0.11 -1.291
N 4.12 5.83 0.04 0.165
C 4.48 7.16 -0.15 -1.015
C 3.28 8.13 -0.13 -0.111
O 2.64 8.39 1.20 -0.365
C 1.51 9.23 1.21 -0.750
H 3.65 1.95 3.04 0.319
H 5.33 1.80 2.32 0.449
H 3.95 1.38 1.39 0.175
H 4.33 3.10 -0.37 -0.007
H 5.92 2.96 0.50 0.553
H 5.74 5.07 -0.87 0.466
H 6.04 5.21 0.84 0.432
H 3.55 5.79 0.88 0.204
H 4.95 7.17 -1.14 0.454
H 5.20 7.54 0.57 0.403
H 2.54 7.76 -0.85 -0.102
H 3.67 9.08 -0.50 0.537
H 0.64 8.82 0.70 0.257
H 1.71 10.23 0.81 0.326
H 1.22 9.54 2.22 0.284
C -0.15 7.15 -3.12 -0.701
O 0.51 6.04 -3.71 -0.574
C -0.28 5.47 -4.65 -0.740
C 0.35 4.13 -5.01 -0.700
N 0.04 3.01 -4.18 1.337
C 0.91 1.91 -4.71 0.170
C 2.36 1.87 -4.36 -0.435
O 3.13 0.80 -4.94 -0.558
C 2.71 -0.45 -4.56 -0.266
H -0.78 6.74 -2.33 0.229
H -0.59 7.88 -3.79 0.448
H 0.72 7.66 -2.70 0.079
H -0.25 6.08 -5.56 0.548
H -1.35 5.38 -4.47 0.167
H 1.42 4.29 -5.14 0.201
H -0.05 3.86 -5.98 0.451
H 0.23 3.23 -3.22 -0.807
H 0.68 1.65 -5.75 0.525
H 0.48 1.01 -4.29 -0.723
H 2.55 2.01 -3.29 0.254
H 2.90 2.69 -4.84 0.345
H 2.57 -0.39 -3.49 -0.014
H 3.58 -1.08 -4.77 0.351
H 1.80 -0.71 -5.10 0.188
C -1.84 -10.08 6.17 -0.720
O -1.69 -9.28 5.05 -0.288
C -2.93 -9.01 4.38 -0.530
C -2.85 -8.67 2.83 -0.796
N -2.01 -7.51 2.49 -0.183
C -1.97 -7.12 1.10 -0.999
C -1.08 -5.90 0.82 -0.146
O -1.90 -4.70 1.08 -0.406
C -1.19 -3.48 0.89 0.466
H -2.13 -11.06 5.78 0.307
H -2.47 -9.52 6.86 0.285
H -0.88 -10.27 6.66 0.239
H -3.52 -8.24 4.87 0.355
H -3.58 -9.89 4.30 0.360
H -3.88 -8.46 2.55 0.345
H -2.48 -9.51 2.26 0.431
H -2.45 -6.72 2.95 0.178
H -2.97 -6.95 0.71 0.382
H -1.59 -7.87 0.41 0.478
H -0.74 -5.79 -0.21 0.139
H -0.24 -5.97 1.52 0.291
H -0.22 -3.57 1.39 0.084
H -1.79 -2.73 1.40 -0.438
H -1.18 -3.28 -0.18 0.136
C 4.20 -1.34 1.81 -1.309
O 2.87 -0.85 1.77 0.303
C 2.03 -1.44 2.77 -1.196
C 0.98 -0.41 3.20 0.480
N 0.76 -0.48 4.64 -0.344
C 0.08 -1.71 5.15 -1.055
C -1.28 -2.05 4.47 -0.121
O -2.05 -0.85 4.52 -0.066
C -3.42 -0.96 4.91 -1.165
H 4.60 -0.91 2.73 0.471
H 4.80 -0.95 0.98 0.334
H 4.30 -2.42 1.90 0.351
H 2.62 -1.86 3.58 0.593
H 1.53 -2.31 2.32 0.063
H 0.07 -0.70 2.68 -0.039
H 1.32 0.61 3.00 -0.074
H 0.29 0.36 4.94 0.361
H -0.08 -1.66 6.22 0.426
H 0.81 -2.50 4.96 0.297
H -1.85 -2.78 5.03 0.698
H -1.26 -2.56 3.51 -0.100
H -3.77 -1.59 4.10 0.479
H -3.89 0.02 4.96 0.219
H -3.75 -1.61 5.72 0.366
O -2.52 1.50 -4.46 -0.864
H -2.14 0.63 -4.37 0.551
H -1.77 2.09 -4.36 0.232
```

Values from the calculation:
Charge: 0
Largest force on an atom, eV Å⁻¹: 6.2
Gap between HOMO and LUMO, eV: 8.58
DFT total energy, eV: -105023.531
Structure (SMILES): COCCNCCOC.COCCNCCOC.COCCNCCOC.COCCNCCOC.COCCNCCOC.COCCNCCOC.NC(N)=O.NC(N)=O.NC(N)=O.NC(N)=O.NC(N)=O.O